This record from OMol25 describes a 11-piece molecular cluster, C61H151Cl3N10 overall at a distorted geometry. The level of theory is the ωB97M-V functional and the def2-TZVPD basis.

Output
SMILES: CCN(CC)CC.CCN(CC)CC.CCN(CC)CC.CCN(CC)CC.CCN(CC)CC.CCN(CC)CC.CCN(CC)CC.CCN(CC)CC.CCN(CC)CC.CCN(CC)CC.ClC(Cl)Cl
Max |F| in eV/A: 2.77
Orbital gap in eV: 8.63
Lowest unoccupied orbital energy in eV: 0.579
HOMO in eV: -8.0

Geometry (Å):
C  9.79382  5.59985  23.93928
Cl  10.36757  4.29182  22.95326
Cl  8.54697  5.14810  24.99412
Cl  9.40456  7.00113  22.94213
H  10.60903  5.93954  24.55736
C  9.63765  10.75063  22.29579
C  11.11378  10.67588  22.73323
N  11.84229  11.93677  22.50598
C  12.97384  11.96073  23.39830
C  12.64692  12.21609  24.90303
C  12.21931  12.01521  21.07186
C  12.30270  13.38528  20.53471
H  9.56124  10.88296  21.22290
H  9.19153  11.61439  22.81502
H  9.01142  9.86263  22.39567
H  11.08140  10.55666  23.80001
H  11.63369  9.75959  22.25545
H  13.56556  11.05427  23.34713
H  13.59853  12.76712  22.97945
H  12.24367  13.21866  25.05585
H  11.93126  11.48449  25.32728
H  13.67722  12.17751  25.38603
H  11.40341  11.51744  20.57929
H  13.13723  11.43658  20.83645
H  12.82746  13.99231  21.23583
H  11.25904  13.79646  20.43679
H  12.82700  13.49093  19.60758
C  15.50457  6.25066  19.62189
C  14.69840  7.56256  19.42184
N  13.22636  7.31785  19.34233
C  12.49932  8.63762  19.33367
C  10.98509  8.59260  19.16974
C  12.74032  6.31178  20.30328
C  13.02516  6.62305  21.79126
H  15.15593  5.50448  18.93302
H  15.20489  5.86862  20.62227
H  16.56782  6.35635  19.61402
H  14.90294  8.16965  20.28585
H  14.88219  8.13917  18.51206
H  12.86971  9.22950  18.54025
H  12.78159  9.18953  20.24335
H  10.54152  9.58462  19.22099
H  10.54155  8.02034  19.94317
H  10.63703  8.07943  18.24201
H  11.69480  6.18374  20.09780
H  13.17800  5.37592  19.96640
H  12.91534  5.79046  22.44793
H  14.01972  7.03356  21.90116
H  12.38094  7.43808  22.18977
C  5.58950  7.25004  27.66319
C  5.75104  6.03265  26.72051
N  4.51951  5.28679  26.41927
C  4.28343  4.27277  27.53034
C  5.38218  3.31009  27.80296
C  4.58569  4.60159  25.09530
C  4.16502  5.57894  23.97458
H  5.32791  6.96673  28.68910
H  4.81263  7.88020  27.17483
H  6.52156  7.83487  27.74696
H  6.18377  6.42108  25.77563
H  6.55066  5.33633  27.03340
H  3.97585  4.84010  28.41412
H  3.38593  3.63514  27.25591
H  5.01793  2.43392  28.39950
H  5.62073  2.88901  26.80667
H  6.27167  3.72858  28.25524
H  3.90953  3.73498  25.18816
H  5.63035  4.23172  24.93239
H  4.77711  6.48646  23.96790
H  3.12987  5.90779  24.12545
H  4.23017  5.07859  22.99188
C  15.88474  9.28486  29.27437
C  15.04437  10.34805  30.03877
N  13.62863  10.00050  30.19680
C  12.80560  11.14112  30.29867
C  12.57333  11.75837  28.93177
C  13.39523  8.98631  31.27971
C  12.29234  7.95414  31.01846
H  16.90354  9.64871  29.21963
H  15.50243  9.17965  28.26298
H  15.87777  8.36335  29.80509
H  15.50924  10.58413  30.97911
H  15.17105  11.25988  29.45583
H  11.83777  10.85555  30.76826
H  13.28010  11.90845  30.93432
H  12.20370  12.76925  29.03104
H  13.46612  11.82278  28.31852
H  11.83019  11.11948  28.37051
H  13.25772  9.43624  32.27191
H  14.33917  8.38603  31.38085
H  12.46680  7.34381  30.17267
H  11.30826  8.42765  30.84158
H  12.16575  7.40666  31.91786
C  11.02854  3.89557  33.07266
C  9.77210  3.02614  32.91490
N  8.69494  3.75236  32.23715
C  8.81180  3.68890  30.82283
C  8.13193  4.74784  30.01797
C  7.33213  3.40179  32.58859
C  7.03731  3.79766  33.98394
H  11.77198  3.42668  33.72224
H  10.84593  4.89183  33.44835
H  11.59434  4.08281  32.09602
H  10.09618  2.13607  32.36548
H  9.35458  2.66922  33.84813
H  9.89658  3.65262  30.57752
H  8.35854  2.67105  30.54637
H  8.09613  4.32779  29.05210
H  7.09492  4.90107  30.29420
H  8.68151  5.68239  30.04069
H  7.19752  2.29459  32.52602
H  6.65310  3.85323  31.83990
H  5.98478  3.61852  34.27365
H  7.33593  4.83324  34.13424
H  7.70911  3.24250  34.62965
C  7.20794  10.68213  29.59605
C  8.44509  10.48721  30.41714
N  8.27215  10.55347  31.86866
C  7.56034  9.34838  32.42919
C  8.15914  7.94669  32.17481
C  9.50304  10.81354  32.58150
C  9.90021  12.29571  32.50663
H  6.39506  9.99804  29.83620
H  7.34879  10.50690  28.50660
H  6.87451  11.69946  29.77202
H  9.03045  9.57727  30.14035
H  9.09424  11.34381  30.25064
H  6.56326  9.34935  32.04122
H  7.54321  9.45123  33.51508
H  7.46345  7.23544  32.63418
H  9.14570  7.79046  32.60692
H  8.26559  7.71825  31.14275
H  9.45421  10.49063  33.64459
H  10.35385  10.23321  32.28733
H  9.15191  12.91317  32.95626
H  10.86761  12.46347  33.01472
H  10.10184  12.70482  31.53556
C  8.41100  17.82264  26.26073
C  8.51873  16.31025  26.38698
N  8.71939  15.68620  25.07744
C  9.64042  14.56021  25.19126
C  9.01766  13.24950  25.83111
C  7.52887  15.50992  24.24298
C  8.03266  15.21378  22.81510
H  7.58133  18.04992  25.53124
H  9.32119  18.17088  25.74815
H  8.20499  18.31395  27.23826
H  9.45823  16.08682  26.95110
H  7.63318  15.94119  26.91291
H  10.07894  14.26718  24.19626
H  10.53284  14.97991  25.70656
H  8.86871  13.38413  26.92202
H  8.07145  12.94963  25.34933
H  9.69352  12.38824  25.63678
H  7.05802  16.48334  24.22904
H  6.87129  14.75651  24.66687
H  8.56261  14.27587  22.79396
H  8.74343  16.00104  22.54049
H  7.24995  15.25189  22.09104
C  13.73197  4.65393  25.17293
C  14.97767  3.75074  25.41844
N  16.20828  4.52815  25.80577
C  17.39383  3.73276  25.77160
C  18.73223  4.41707  25.96941
C  16.15404  5.39601  26.97863
C  15.72902  4.73315  28.37392
H  13.44126  5.11911  26.08762
H  12.95670  4.04002  24.74286
H  14.07418  5.43503  24.47158
H  14.80216  2.98353  26.19622
H  15.26919  3.22517  24.50483
H  17.39820  2.83737  26.48076
H  17.47649  3.28728  24.79946
H  18.91159  4.84565  26.98306
H  19.53735  3.69559  25.84009
H  18.82202  5.21507  25.21368
H  15.48111  6.25378  26.71581
H  17.09961  5.84872  27.07660
H  14.70744  4.36487  28.27201
H  15.73419  5.53106  29.15987
H  16.44126  3.93862  28.56794
C  16.54467  10.84515  25.17184
C  17.44110  10.56545  24.02675
N  18.20245  9.24583  24.18355
C  19.05777  9.04602  23.06663
C  20.20558  8.12046  23.34324
C  17.34430  8.09654  24.52851
C  16.17055  7.87702  23.58229
H  16.32946  11.93492  25.29920
H  17.04768  10.47988  26.08171
H  15.59183  10.36798  25.07641
H  16.92964  10.64108  23.09436
H  18.24277  11.27905  23.94693
H  18.50200  8.73848  22.21492
H  19.55791  10.02536  22.77801
H  20.86232  8.18288  22.45268
H  20.69308  8.58542  24.18573
H  19.99536  7.10616  23.67272
H  16.94892  8.21507  25.56307
H  18.07414  7.24195  24.56989
H  15.55054  8.76738  23.65417
H  15.54311  7.03338  23.93285
H  16.43483  7.63404  22.55570
C  9.52672  9.32409  26.96236
C  9.93249  8.12451  26.05400
N  10.94702  7.26109  26.53911
C  10.41941  6.54336  27.75181
C  11.21171  5.19713  27.89758
C  12.29101  7.81595  26.85734
C  12.85275  8.49870  25.51087
H  9.41403  9.00663  28.02421
H  8.55165  9.74732  26.65811
H  10.31306  10.12824  26.94963
H  9.04739  7.52456  25.91640
H  10.18354  8.54048  25.06513
H  9.33467  6.37014  27.51076
H  10.37071  7.18579  28.63936
H  10.76135  4.47216  28.63940
H  12.25670  5.41197  28.19627
H  11.17643  4.64194  26.99063
H  12.28068  8.48381  27.76361
H  12.86956  6.95619  27.14782
H  12.81086  7.71904  24.76979
H  12.18690  9.25311  25.17249
H  13.90572  8.86484  25.59048

Force components x, y, z for each atom (eV/Å):
C 1.406 0.901 -0.320
Cl 0.111 -0.692 -0.451
Cl -1.380 -0.660 0.685
Cl -0.411 0.155 -0.442
H 0.344 0.003 0.243
C 0.273 0.476 -0.382
C -0.518 -0.830 -0.743
N -0.677 -1.141 -0.638
C 0.081 1.310 0.354
C 1.353 0.095 -0.618
C -0.004 -1.344 0.577
C -1.497 1.330 0.248
H 0.079 0.592 -0.339
H -0.094 -0.375 -0.299
H 0.361 -0.182 0.812
H 0.179 -0.465 0.483
H -0.503 1.209 0.687
H 0.284 -0.650 -0.206
H 0.164 -0.130 0.658
H -0.025 -0.062 -0.056
H 0.702 0.320 -0.099
H -1.487 -0.144 -0.041
H -0.139 -0.419 -0.519
H -0.197 0.080 0.358
H 0.393 0.789 0.586
H 1.064 -0.159 0.018
H 0.160 -0.248 -0.710
C -1.791 0.502 0.807
C -1.046 -0.848 -0.253
N -0.163 0.494 -0.183
C 0.265 -1.306 1.041
C 0.109 -0.661 -0.812
C 0.387 0.724 -0.136
C -0.572 1.382 -0.616
H 0.184 -0.378 -0.616
H 0.508 0.145 -0.531
H 0.618 0.269 -0.237
H 0.308 0.808 0.498
H 0.660 -0.196 0.109
H 0.796 0.460 -1.067
H -0.300 0.042 0.126
H 0.144 0.136 -0.134
H -0.518 -0.508 1.068
H 0.557 0.550 0.381
H -0.689 -0.008 0.201
H 0.160 -0.185 0.395
H -0.085 -0.777 0.335
H 0.430 -0.141 0.087
H 0.048 -0.497 -0.378
C -0.235 -0.304 -0.639
C 0.759 0.355 -0.747
N 0.143 -1.085 0.923
C -1.967 0.837 -0.740
C 0.202 -1.679 -0.548
C 0.439 0.751 0.654
C -0.141 -0.643 0.084
H -0.298 0.067 -0.248
H 0.396 -0.232 0.760
H -0.221 -0.276 -0.246
H -0.580 -0.044 0.270
H -0.145 0.243 0.358
H 0.129 -0.024 -0.003
H 0.770 1.020 0.088
H 0.324 0.868 -0.255
H 0.423 -0.038 0.531
H 0.057 -0.054 0.090
H 0.247 0.326 -0.440
H -0.694 0.044 -0.189
H 0.098 -0.254 -0.019
H 0.172 -0.172 0.030
H 0.056 0.304 0.345
C -0.686 1.433 0.424
C 0.217 -0.666 -1.119
N 0.817 -2.264 0.569
C -0.743 1.019 0.188
C -1.197 -0.752 -0.614
C 1.380 -0.419 -0.802
C -0.802 2.232 0.072
H 0.312 -0.022 -0.039
H -0.109 -0.220 -0.071
H 0.010 -0.971 0.214
H 0.290 -0.038 0.903
H -0.513 0.140 -0.034
H 0.550 0.281 -0.334
H -0.165 0.007 0.298
H -0.383 0.285 -0.060
H 0.254 -0.148 0.060
H 0.688 0.773 0.424
H -0.140 0.315 -0.106
H -0.645 0.609 -0.118
H 0.492 -0.788 -0.775
H 0.330 0.081 0.024
H -0.044 -0.961 0.744
C 1.013 0.066 -1.020
C -0.026 0.602 -0.359
N 0.075 0.817 0.374
C 0.684 -2.048 -0.506
C -0.004 0.252 0.637
C 0.090 -1.030 -0.404
C -0.415 0.457 0.911
H -0.145 -0.115 0.049
H -0.432 0.184 0.320
H -0.977 -0.481 0.983
H -0.312 -0.272 -0.218
H 0.411 0.081 0.389
H -0.688 0.018 -0.092
H 0.674 0.845 -0.313
H 0.115 0.045 -1.588
H -0.102 0.230 0.219
H -0.046 0.196 -0.086
H -0.067 0.270 -0.315
H 0.313 -0.194 0.627
H 0.581 0.132 -0.053
H -0.393 0.266 0.025
H -0.279 -0.233 0.418
C -0.633 -0.297 -0.664
C 1.468 -0.131 0.635
N -1.235 -1.720 0.729
C 1.469 0.304 -0.209
C -0.221 0.520 0.723
C 0.256 0.934 0.637
C 1.002 -0.425 0.782
H -0.051 -0.041 0.361
H 0.339 0.379 0.699
H -0.336 0.113 -0.188
H -0.324 0.332 -0.035
H 0.264 -0.060 -0.599
H -0.709 0.112 -0.104
H -0.313 0.360 -0.052
H 0.232 -0.100 -0.161
H 0.062 0.146 0.280
H -0.156 -0.241 -1.043
H -0.645 0.510 -0.461
H 0.689 -0.740 -0.963
H -0.489 0.379 0.390
H -0.439 -0.160 0.176
H -0.212 -0.193 -0.893
C -0.752 0.213 -0.958
C 0.726 0.209 -0.138
N 0.522 -0.011 0.488
C 0.118 -0.902 -0.895
C 0.929 0.387 -0.128
C 1.722 0.322 -0.313
C 0.070 0.608 0.896
H 0.594 0.028 0.934
H -0.204 0.209 0.556
H 0.287 -0.200 -0.771
H -1.024 0.061 -0.003
H 0.043 -0.340 0.213
H -0.681 0.353 0.679
H -0.597 -0.732 0.161
H -0.024 -0.251 -0.596
H 0.228 0.453 0.205
H -0.214 0.532 0.395
H -0.545 0.063 0.057
H -0.449 -0.237 -0.168
H -0.012 -0.420 -0.287
H -0.028 -0.127 0.138
H -0.680 -0.301 -0.493
C 2.295 -0.509 -0.505
C 0.908 0.808 0.785
N -0.681 0.373 -0.026
C 0.712 -1.810 0.907
C 0.145 1.012 0.476
C -2.444 -0.113 0.309
C 0.197 1.601 -1.489
H -0.499 0.270 0.555
H -0.455 0.039 -0.086
H -0.474 -0.256 0.159
H -0.283 0.099 -0.234
H -0.213 0.037 0.027
H -0.368 0.732 -0.403
H -0.234 -0.393 -0.717
H -0.338 -0.174 -0.686
H -0.054 -0.076 -0.257
H 0.235 -0.159 0.363
H 0.186 -0.665 0.446
H 1.180 0.465 0.211
H 0.091 -0.251 0.202
H 0.165 -0.811 -0.538
H -0.121 -0.165 0.430
C 0.186 1.066 1.281
C 1.824 -1.576 0.132
N -1.787 1.788 1.144
C 0.830 0.919 -0.344
C 0.737 0.414 -0.162
C 1.163 -0.376 0.087
C -0.408 -0.779 0.685
H 0.298 -0.758 -0.169
H -0.342 0.253 -0.090
H -0.622 -0.449 0.039
H -0.680 -0.248 -1.025
H 0.283 0.558 0.205
H -0.604 -0.404 -1.282
H -0.819 -0.884 0.416
H -0.115 -0.559 0.610
H 0.671 0.041 0.283
H -0.247 -0.163 -0.502
H 0.324 0.038 -0.618
H -1.062 0.461 -0.039
H -0.220 0.045 -0.483
H 0.359 0.335 -0.031
H 0.158 0.287 -0.123
C 0.538 0.141 0.449
C -0.617 2.282 -0.224
N 0.766 -1.070 1.925
C -0.429 -0.991 -1.530
C -0.838 0.557 1.961
C -0.612 1.384 -1.398
C 0.637 -1.329 2.223
H 0.060 0.197 -0.680
H 0.543 -0.093 -0.053
H -0.771 -0.609 -0.027
H -0.311 -0.185 -0.185
H 0.054 -0.239 0.277
H 0.949 -0.330 0.316
H 0.589 -0.185 0.152
H 0.442 1.104 -0.388
H -0.554 -0.390 -0.136
H 0.176 -0.118 -1.021
H -0.040 -0.108 -0.858
H 0.603 -0.110 -0.151
H 0.195 -0.400 -0.460
H -0.337 0.928 -0.082
H -0.917 -0.189 0.096

Atomic partial charges in e from the Mulliken method, atoms 1 to 6: atom 1 (C): 1.83, atom 2 (Cl): -0.14, atom 3 (Cl): -0.05, atom 4 (Cl): -0.11, atom 5 (H): -1.63, atom 6 (C): -1.32